This record from the OMol25 dataset describes a cluster of 10 separate species, C55H67F10N3O31P in total at a distorted geometry. The level of theory is the ωB97M-V functional and the def2-TZVPD basis.

Orbital gap   8.0 eV
Net charge   +1
Multiplicity   1
Strongest force on any atom   5.0 eV/A
E_HOMO   -10.40 eV

Geometry (Å):
P -2.740 0.319 -1.617
F 9.173 6.332 -5.933
F 9.272 -4.876 -2.496
F 9.220 -0.539 -2.870
F -11.901 -1.420 10.124
F 6.822 6.793 5.281
F 7.494 2.849 -2.442
F -6.397 -3.265 -6.160
F 0.898 -6.163 5.815
F -13.137 -0.336 4.657
F -0.529 -4.183 2.444
O -11.307 -2.199 8.103
O 6.907 3.321 -5.784
O -0.561 1.212 1.777
O 9.826 -4.485 -5.854
O -2.132 1.648 -2.560
O -12.548 2.325 1.169
O 7.627 5.372 3.738
O -13.034 1.309 3.131
O -4.906 -4.611 -3.387
O 4.026 -8.387 3.608
O 7.420 -2.285 -0.540
O 5.739 5.033 2.549
O 2.700 -7.278 5.067
O -12.594 0.067 1.302
O -11.522 -0.296 6.911
O 5.400 -2.358 -1.562
O -0.185 3.421 2.318
O -4.463 -4.242 -5.567
O 12.304 4.083 -8.111
O 10.620 5.377 -8.889
O 7.103 -1.185 -2.487
O 4.725 2.719 -5.902
O -11.094 -2.248 5.850
O 2.351 -7.071 2.847
O 7.592 3.816 2.097
O -2.833 -5.017 -4.202
O 10.977 5.212 -6.667
O 9.868 -2.229 -5.995
O -6.358 -0.985 -0.115
O 9.376 -3.235 -4.028
O 5.869 2.505 -3.953
N -1.897 -1.157 0.595
N -0.093 -2.128 -1.201
N -6.067 -0.207 2.155
C -3.058 -0.754 1.429
C 10.141 6.330 -6.883
C -11.201 -1.117 9.006
C 5.428 5.954 3.585
C -0.967 2.452 2.405
C 6.776 6.477 3.965
C 5.741 2.840 -5.269
C -5.666 -0.947 0.946
C -5.869 -4.264 -5.416
C 8.679 -1.762 -0.943
C -12.724 -0.828 2.399
C -6.059 -4.004 -3.955
C 9.693 -5.375 -4.755
C -12.708 1.326 1.810
C -1.050 1.317 0.409
C -3.963 -4.655 -4.370
C -0.079 -2.811 0.163
C 1.952 1.091 -1.326
C -11.839 0.012 8.262
C -3.013 -1.162 -2.755
C 2.097 1.244 -2.859
C 1.318 -0.160 -0.563
C -7.216 3.647 1.846
C 9.565 6.070 -8.238
C 1.870 -6.153 4.870
C -0.839 -1.911 1.301
C 2.706 2.573 -3.403
C 7.816 3.431 -4.696
C -4.281 -1.780 1.048
C 3.494 4.678 0.155
C 2.447 2.266 -0.403
C 8.930 -4.551 -3.767
C -0.110 -0.631 -1.124
C -9.272 2.120 1.119
C -1.385 -0.080 -0.296
C -2.363 2.581 3.187
C 3.169 3.752 -2.472
C 3.053 3.588 -0.932
C 8.288 -0.686 -1.899
C -11.292 -1.638 6.861
C 7.260 2.449 -3.716
C 7.038 4.660 2.737
C 9.707 -3.224 -5.352
C -13.482 -0.006 3.392
C -6.367 2.360 2.083
C 3.110 -7.650 3.821
C 6.537 -1.980 -1.534
C 11.386 4.820 -7.908
C -1.312 -2.942 2.425
C -0.977 -2.242 3.857
C -8.699 3.551 1.376
C -8.429 0.823 1.349
C 0.614 -2.323 4.214
C -6.965 0.928 1.855
C 1.297 -6.386 3.508
H -2.139 -1.233 -3.519
H -3.093 3.292 2.663
H 4.933 5.426 4.405
H 3.585 4.734 -2.866
H -1.509 -2.806 4.703
H -10.371 2.079 0.766
H -2.197 2.961 4.264
H 1.053 -5.456 2.996
H -0.001 -1.269 1.765
H -6.064 -2.937 -3.714
H -2.878 1.550 3.293
H 2.056 -1.042 -0.734
H -3.480 0.283 1.133
H 2.353 2.139 0.740
H 9.315 6.991 -8.768
H 1.760 0.397 -3.560
H -6.973 -4.456 -3.567
H -12.926 0.037 8.383
H 0.976 -1.246 4.434
H 1.342 0.019 0.577
H 1.253 -2.693 3.345
H 2.463 -5.238 4.958
H -0.889 -2.543 -1.721
H 0.763 -2.485 -1.684
H -13.263 -1.731 2.108
H -5.283 2.505 2.435
H -0.200 -0.248 -2.213
H -9.304 4.503 1.219
H 8.678 5.432 -8.204
H 8.087 0.281 -1.429
H 7.615 1.424 -3.854
H -6.441 -0.832 2.883
H 4.277 5.408 -0.235
H -2.997 -2.137 -2.137
H 8.831 3.180 -5.006
H 9.237 -1.376 -0.088
H 9.157 -6.279 -5.045
H -11.731 -1.111 2.757
H 2.556 5.282 0.446
H -0.617 -3.820 -0.011
H -2.053 1.902 0.466
H -4.058 -2.123 -0.021
H -8.889 -0.205 1.146
H -6.804 4.710 2.017
H -3.978 -1.080 -3.365
H -11.432 0.983 8.549
H 4.763 6.741 3.225
H 3.840 4.151 1.123
H 2.831 2.751 -4.533
H -14.569 -0.054 3.279
H -6.260 -5.226 -5.756
H -0.355 2.005 -0.211
H 1.000 -2.960 0.531
H -1.534 1.208 -3.219
H 0.406 -7.020 3.528
H 7.114 7.329 3.368
H 10.730 7.249 -6.813
H -10.150 -0.952 9.260
H 10.686 -5.655 -4.392
H -2.399 -3.273 2.373
H 7.844 -4.600 -3.884
H 9.266 -2.555 -1.416
H 0.823 -2.951 5.149
H -1.242 -1.134 3.882
H -2.869 -0.693 2.553
H -4.390 -2.633 1.799
H 7.807 4.457 -4.318

Atoms 1-3, force components in eV/Å:
P -2.20 1.79 0.58
F -0.06 0.10 0.26
F -0.16 0.05 0.23



This record from the OMol25 dataset describes a cluster of 2 separate species, C3H10Cl2N3 in total at a distorted geometry. The level of theory is the ωB97M-V functional and the def2-TZVPD basis.

Orbital gap   11.7 eV
Net charge   +1
Multiplicity   1
Strongest force on any atom   1.5 eV/A
E_HOMO   -14.44 eV

Geometry (Å):
Cl 2.595 1.791 -0.711
Cl 1.275 0.461 -2.973
N 0.175 -0.921 0.108
N -1.640 -0.393 1.426
N -1.036 1.001 -0.320
C -1.494 -1.575 2.269
C 2.640 1.442 -2.439
C -0.837 -0.104 0.408
H 3.582 0.910 -2.676
H -2.405 0.255 1.628
H -1.588 -2.502 1.680
H -2.293 -1.558 3.029
H -1.811 1.630 -0.093
H -0.414 1.218 -1.103
H 0.796 -0.702 -0.676
H 0.330 -1.767 0.662
H 2.642 2.396 -3.001
H -0.518 -1.583 2.784

Atoms 1-3, force components in eV/Å:
Cl -0.10 -0.06 0.00
Cl -0.20 -0.12 0.01
N 0.13 -0.27 0.07



This record from the OMol25 dataset describes an isolated molecule of C5H13NO at a distorted geometry. The level of theory is the ωB97M-V functional and the def2-TZVPD basis.

Orbital gap   10.2 eV
Energy above the lowest of the compared OMol25 structures with the same formula, charge and spin   77.3 kJ/mol
Multiplicity   1
SMILES   CC(C)[C@@H](N)CO
Strongest force on any atom   1.1 eV/A
E_HOMO   -9.31 eV

Geometry (Å):
O -2.259 -0.840 -1.383
N 0.446 -1.870 -0.487
C 0.868 0.483 0.094
C 1.120 0.045 1.555
C -0.035 -0.477 -0.663
C -1.485 -0.443 -0.251
C 0.398 1.934 0.033
H -0.489 2.132 0.622
H -0.106 -2.473 -1.093
H 1.222 2.571 0.329
H 0.165 2.213 -1.005
H 1.498 0.895 2.114
H -1.626 -1.167 0.549
H 1.778 -0.821 1.556
H 0.002 -0.227 -1.727
H 1.865 0.431 -0.352
H -1.762 0.556 0.119
H 1.398 -1.949 -0.835
H 0.200 -0.289 2.035
H -3.196 -0.704 -1.210

Atoms 1-3, force components in eV/Å:
O -0.12 0.15 -0.11
N -0.04 0.13 -0.22
C 0.24 -0.04 0.89



This record from the OMol25 dataset describes a structure of composition C15H7FeN3O5 at a distorted geometry. The level of theory is the ωB97M-V functional and the def2-TZVPD basis.

Orbital gap (alpha / beta)   9.1 / 5.9 eV
Net charge   +3
Multiplicity   6
Strongest force on any atom   11.5 eV/A
E_HOMO (alpha / beta)   -19.91 / -20.05 eV
<S²>   8.8188

Geometry (Å):
Fe 0.065 -0.018 0.028
O -3.864 -0.640 0.463
O 0.677 -2.125 2.008
O 0.151 -1.987 -2.154
O -0.528 2.138 -2.043
O 2.891 0.485 -0.342
N 1.551 5.890 9.312
N 0.183 1.487 1.516
N 0.500 2.880 3.227
C 0.629 3.379 6.945
C 0.007 -1.237 -1.295
C -0.411 1.279 -1.293
C 1.349 5.399 5.829
C -2.736 -0.459 0.323
C 0.784 3.578 2.047
C 0.620 2.708 1.011
C 1.101 4.697 7.017
C 0.359 -1.316 1.256
C 1.764 0.241 -0.249
C 0.410 2.753 5.699
C 1.131 4.789 4.588
C 0.665 3.458 4.510
C 0.129 1.586 2.874
C 1.343 5.345 8.301
H -0.159 0.798 3.594
H 0.045 1.723 5.651
H 1.129 4.598 2.030
H 0.437 2.840 7.872
H 0.805 2.917 -0.048
H 1.343 5.373 3.688
H 1.715 6.419 5.886

Atoms 1-3, force components in eV/Å:
Fe -5.56 4.11 3.89
O 4.21 0.69 -0.51
O -1.07 2.84 -2.72



This record from the OMol25 dataset describes a cluster of 3 separate species, C27H51N2O13P3S in total at a distorted geometry. The level of theory is the ωB97M-V functional and the def2-TZVPD basis.

Orbital gap   8.7 eV
Energy above the lowest of the compared OMol25 structures with the same formula, charge and spin   0.0 kJ/mol
Multiplicity   1
SMILES   CCCCOc1ccc2c(c1CCCN)C(=O)N(P(O)(O)=S)C2=O.CCOP(=O)(OCC)OCC.CCOP(=O)(OCC)OCC
Strongest force on any atom   5.0 eV/A
E_HOMO   -9.10 eV

Geometry (Å):
S -1.304 2.122 1.670
P -0.104 1.917 0.182
P -6.509 2.238 5.404
P -0.554 -4.159 -3.246
O -5.059 2.737 5.923
O -7.495 3.118 6.341
O -6.755 3.211 4.177
O 4.814 0.849 -3.373
O 0.944 -4.111 -2.718
O -1.362 -4.206 -4.475
O 1.225 1.118 0.622
O -1.253 -5.115 -2.145
O -0.807 1.082 -0.992
O -6.702 0.849 5.857
O 2.322 4.460 0.232
O -0.811 4.009 -2.484
O -0.847 -2.693 -2.619
N 0.346 3.389 -0.487
N 5.696 4.146 1.560
C -1.874 -6.347 -2.521
C 1.246 2.681 -2.527
C -3.938 1.851 5.948
C 2.315 2.831 -1.634
C 5.011 -0.324 -2.558
C -1.662 -1.742 -3.307
C 3.648 1.500 -3.045
C 5.191 3.930 -0.891
C -5.472 2.919 2.106
C 0.082 3.432 -1.956
C 4.716 2.471 -0.942
C -5.765 3.787 3.317
C 6.237 4.174 0.197
C -7.702 2.305 8.627
C -3.127 -1.886 -2.939
C 1.800 3.674 -0.489
C 1.647 -5.136 -2.010
C 6.652 -2.249 -2.647
C -0.884 -7.474 -2.729
C 3.559 2.265 -1.879
C 5.543 -1.494 -3.399
C 2.576 1.334 -3.917
C -8.371 2.494 7.279
C 1.357 1.939 -3.679
C 6.100 -3.380 -1.750
C -3.297 1.681 4.588
C 2.389 -6.078 -2.942
H 4.964 4.846 1.604
H 2.371 -4.608 -1.389
H -2.486 -6.213 -3.414
H 7.332 -2.685 -3.381
H 2.692 -6.980 -2.411
H -6.689 1.918 8.522
H -5.381 1.868 2.380
H 4.058 -0.608 -2.106
H 3.287 -5.598 -3.333
H -8.277 1.614 9.246
H 4.434 2.082 0.041
H 4.724 -2.208 -3.514
H 7.076 3.480 0.115
H 6.645 5.173 0.027
H -3.754 -1.335 -3.640
H 5.678 4.122 -1.855
H -2.550 -6.602 -1.705
H -1.409 -8.402 -2.954
H -2.994 2.642 4.170
H 6.661 -3.435 -0.818
H -3.220 2.294 6.639
H -0.969 0.173 -0.707
H 1.776 -6.356 -3.799
H 5.705 -0.111 -1.743
H -3.439 -2.930 -2.937
H 5.580 1.894 -1.268
H -4.218 0.880 6.359
H -4.864 4.043 3.870
H 0.980 0.194 0.754
H 5.242 3.256 1.731
H -2.410 1.051 4.656
H 5.862 -1.159 -4.384
H -7.629 3.257 9.156
H -3.313 -1.494 -1.937
H -4.551 3.240 1.618
H 0.988 -5.665 -1.324
H 4.376 4.645 -0.815
H -8.742 1.549 6.887
H -3.991 1.212 3.887
H -0.214 -7.255 -3.562
H 5.056 -3.197 -1.491
H 2.691 0.712 -4.794
H -6.194 4.731 2.982
H -6.282 2.992 1.380
H -1.517 -1.815 -4.383
H -0.276 -7.636 -1.838
H 6.194 -4.338 -2.259
H 7.261 -1.589 -2.027
H -1.302 -0.755 -3.007
H 0.507 1.830 -4.338
H -9.233 3.155 7.383

Atoms 1-3, force components in eV/Å:
S 0.12 -0.10 -0.02
P -1.93 0.26 2.41
P -0.07 2.59 4.22



This record from the OMol25 dataset describes an isolated molecule of C4H12N2 at a distorted geometry. The level of theory is the ωB97M-V functional and the def2-TZVPD basis.

Orbital gap   9.7 eV
Energy above the lowest of the compared OMol25 structures with the same formula, charge and spin   132.0 kJ/mol
Multiplicity   1
SMILES   CN(C)CCN
Strongest force on any atom   2.6 eV/A
E_HOMO   -8.67 eV

Geometry (Å):
N -2.211 -0.332 -0.732
N 0.755 -0.086 -0.176
C -1.620 0.390 0.378
C 1.757 -1.048 -0.038
C -0.241 -0.076 0.893
C 1.383 1.201 -0.365
H 0.531 1.967 -0.253
H -2.373 0.395 1.136
H 2.386 -0.860 0.841
H -2.550 -1.224 -0.408
H 1.714 1.200 -1.483
H 2.241 1.423 0.420
H -0.288 -1.128 1.339
H 0.038 0.692 1.707
H 2.404 -1.077 -0.872
H -1.401 -0.667 -1.325
H -1.540 1.460 0.048
H 1.355 -2.056 0.003

Atoms 1-3, force components in eV/Å:
N 1.85 -1.17 -1.32
N -1.05 0.94 0.11
C 0.35 1.02 -0.71



This record from the OMol25 dataset describes a structure of composition C3H10N3 at a distorted geometry. The level of theory is the ωB97M-V functional and the def2-TZVPD basis.

Orbital gap   9.1 eV
Net charge   +1
Energy above the lowest of the compared OMol25 structures with the same formula, charge and spin   347.4 kJ/mol
Multiplicity   1
Strongest force on any atom   4.7 eV/A
E_HOMO   -13.61 eV

Geometry (Å):
N 4.200 -0.140 -0.170
N -2.081 -1.258 0.681
N 1.844 -0.663 0.332
C -1.480 -1.503 -0.397
C -2.221 -1.984 -1.637
C 2.949 -0.563 0.013
H -1.845 -1.090 1.602
H 4.642 0.241 0.610
H -0.410 -1.330 -0.514
H -1.906 -1.256 -2.398
H 0.696 3.035 5.233
H 0.791 2.614 4.527
H -3.303 -1.899 -1.386
H 4.746 -0.908 -0.450
H -3.113 -1.331 0.531
H -1.846 -2.968 -2.038

Atoms 1-3, force components in eV/Å:
N -0.69 -0.83 -1.49
N -4.13 -0.71 -2.09
N -0.25 -0.60 -0.60



This record from the OMol25 dataset describes an isolated molecule of C6H9N at a distorted geometry. The level of theory is the ωB97M-V functional and the def2-TZVPD basis.

Orbital gap   8.9 eV
Energy above the lowest of the compared OMol25 structures with the same formula, charge and spin   25.8 kJ/mol
Multiplicity   1
SMILES   Cc1c[nH]c(C)c1
Strongest force on any atom   1.2 eV/A
E_HOMO   -7.83 eV

Geometry (Å):
N -0.038 -1.299 0.568
C -0.389 0.713 -0.274
C -2.417 -0.916 -0.085
C -1.008 -0.453 0.084
C 0.995 0.603 0.074
C 1.165 -0.646 0.605
C 2.059 1.581 -0.291
H 1.989 2.504 0.294
H -2.929 -0.837 0.876
H -0.289 -2.235 0.829
H -2.930 -0.418 -0.896
H 3.060 1.169 -0.170
H -0.814 1.436 -0.959
H 1.957 1.892 -1.327
H -2.475 -1.990 -0.298
H 2.065 -1.104 0.971

Atoms 1-3, force components in eV/Å:
N -1.11 0.34 0.29
C 0.16 -0.06 -0.37
C 0.25 -0.76 0.52